A 4-piece molecular cluster, C18H33Br6N2O4 overall, computed with ωB97M-V with the def2-TZVPD basis set.

Positions of all 63 atoms, in Å:
C 2.02185 -4.77139 -0.99487
O 2.92516 -3.66793 -1.06061
C 2.76535 -2.84236 -2.17779
C 2.04001 -1.57344 -1.81341
C 1.87553 -0.50264 -2.63413
C 1.16518 0.62514 -2.20964
C 1.01507 1.73459 -3.20960
C 0.62223 0.65304 -0.91558
C -0.19735 1.80349 -0.36823
O -1.46967 1.40434 0.07824
C -2.44529 1.45681 -0.92441
O -2.17255 0.59524 -1.98895
C -2.41922 -0.77180 -1.73857
C -3.33350 -1.40452 -2.81557
O -3.82646 -0.42794 -3.71397
C 0.84212 -0.43535 -0.09038
N 0.36549 -0.49769 1.21821
N 1.53807 -1.49432 -0.57770
H 2.37186 -5.58830 -1.62857
H 1.99663 -5.11105 0.03822
H 1.01291 -4.48266 -1.30283
H 3.74540 -2.57183 -2.57423
H 2.21371 -3.34757 -2.97780
H 2.29131 -0.54261 -3.63314
H 0.62974 1.31988 -4.14212
H 0.34510 2.52776 -2.90109
H 1.99690 2.16098 -3.42341
H 0.32217 2.24413 0.48494
H -0.30604 2.57774 -1.12650
H -2.51498 2.45777 -1.35834
H -3.39655 1.22014 -0.44145
H -1.46061 -1.30576 -1.72059
H -2.87403 -0.89288 -0.75240
H -4.17651 -1.88854 -2.31687
H -2.78027 -2.17906 -3.35056
H -3.79647 -0.77979 -4.60562
H 0.04938 -1.42654 1.46958
H 1.04602 -0.18646 1.90708
H 1.75561 -2.25676 0.05815
Br -4.30257 4.94996 -1.15482
C -4.56331 4.27843 -2.96420
C -3.58308 4.87682 -3.93733
Br -3.98567 6.73180 -4.34016
H -5.59103 4.50460 -3.22794
H -4.43193 3.19909 -2.91031
H -3.62581 4.34540 -4.88525
H -2.56781 4.85834 -3.55324
Br 0.94266 -0.35796 4.60181
C 0.15939 1.34305 5.14675
C -1.34486 1.33523 5.10656
Br -2.00437 1.42702 3.28140
H 0.57762 2.09893 4.49052
H 0.51420 1.50494 6.16195
H -1.72901 2.21539 5.61680
H -1.76751 0.44344 5.55755
Br 3.11951 -2.39958 7.49227
C 4.77080 -2.83473 6.56803
C 4.93195 -2.04084 5.29975
Br 3.72450 -2.66291 3.90336
H 4.75095 -3.90343 6.38193
H 5.57677 -2.59971 7.25898
H 5.93463 -2.15685 4.89617
H 4.71067 -0.98828 5.44396

Values from the calculation:
multiplicity: 1
total charge: +1
HOMO: -11.71 eV
F_max: 0.012 hartree/bohr

---

A single C6H15N3 molecule in a non-equilibrium geometry, computed with ωB97M-V with the def2-TZVPD basis set.

Positions of all 24 atoms, in Å:
C -0.50005 1.74639 1.87065
C 0.47234 0.54004 1.56326
C 1.58506 -1.23137 -0.65396
C -0.81487 -1.49741 -1.29364
C 0.25809 0.75992 -1.43225
C 0.20355 -0.55390 -0.63955
N -1.81291 1.18242 1.84934
N -1.92905 0.50373 0.69807
N -0.19530 -0.40842 0.74109
H -0.28117 2.22339 2.82486
H -0.42613 2.46956 1.05766
H 1.39012 0.94839 1.12958
H 0.71334 0.05672 2.51933
H 1.55459 -2.14563 -0.06632
H 1.86473 -1.47525 -1.67602
H 2.34764 -0.57684 -0.23543
H -1.73517 -0.96029 -1.49960
H -1.03214 -2.32006 -0.61839
H -0.42121 -1.89787 -2.22409
H 1.05316 1.41039 -1.07271
H 0.43818 0.54699 -2.48292
H -0.69415 1.27247 -1.33000
H -2.02377 0.66320 2.70711
H -2.56572 -0.28728 0.77946

Values from the calculation:
energy relative to the best compared isomer or geometry (same formula, charge and spin): 297.7 kJ/mol
multiplicity: 1
HOMO (spin up / spin down): -7.89 / -7.89 eV
F_max: 0.048 hartree/bohr

---

C28H25IrN3O2S3 as an isolated structure in a non-equilibrium geometry, computed with ωB97M-V with the def2-TZVPD basis set.

Positions of all 62 atoms, in Å:
Ir 0.00699 0.03093 0.23021
S -0.72047 0.64728 4.76688
C -0.46103 0.37653 3.15387
S -1.73644 0.11124 2.03461
S 1.12689 0.33789 2.48722
C 1.37074 -4.18522 1.00307
C 0.31365 -5.02149 0.69309
C -0.88822 -4.45489 0.31410
C -1.01048 -3.07073 0.22198
N 0.03643 -2.27036 0.48320
C 1.18564 -2.82390 0.87910
C -2.32571 -2.48763 -0.13690
C -3.45443 -2.85213 0.58626
C -4.70088 -2.32794 0.27998
C -4.82171 -1.42874 -0.76734
C -3.70945 -1.06437 -1.51400
C -2.46885 -1.59715 -1.20115
H 2.32424 -4.57666 1.33050
H 0.42672 -6.09693 0.74416
H -1.74067 -5.07223 0.06313
H 1.97921 -2.12682 1.11497
H -3.34144 -3.53525 1.42118
H -5.56736 -2.60890 0.86421
H -5.78617 -0.99836 -1.00675
H -3.81177 -0.36024 -2.32770
C -0.86494 4.09630 -0.97139
C -0.17750 2.85968 -1.48958
O 0.13492 1.94498 -0.58691
C 0.13773 2.73106 -2.86422
C 0.93257 1.65045 -3.34005
C 1.19979 1.49196 -4.68499
C 0.69507 2.39400 -5.62480
C -0.05886 3.48153 -5.17582
C -0.32613 3.66290 -3.83383
H -0.87351 4.06559 0.11723
H -1.90214 4.15474 -1.32108
H -0.34701 5.00286 -1.29775
H 1.31947 0.94976 -2.61722
H 1.81283 0.65855 -5.01883
H 0.88850 2.25511 -6.68150
H -0.44103 4.19620 -5.89739
H -0.90745 4.52179 -3.52177
C -1.49057 -0.78975 -3.22105
O -1.33280 -1.29420 -1.89054
H -2.24969 -1.36473 -3.75528
H -0.52848 -0.90581 -3.70891
H -1.75436 0.26818 -3.21949
N 4.19999 0.16916 -1.19561
C 3.06187 0.49672 -0.53770
N 2.08257 -0.31972 -0.81560
C 2.59114 -1.25021 -1.71264
C 1.96968 -2.32457 -2.34539
C 2.74082 -3.09134 -3.19644
C 4.09616 -2.80008 -3.42297
C 4.71682 -1.72578 -2.81551
C 3.93453 -0.95444 -1.96323
H 5.06893 0.66865 -1.14222
H 2.97654 1.34799 0.12497
H 0.91809 -2.53200 -2.17234
H 2.29449 -3.93675 -3.70527
H 4.66490 -3.43198 -4.09287
H 5.75970 -1.49689 -2.99808

Values from the calculation:
energy relative to the best compared isomer or geometry (same formula, charge and spin): 45.5 kJ/mol
<S²>: 8.79
multiplicity: 6
HOMO (spin up / spin down): -4.84 / -7.42 eV
F_max: 0.041 hartree/bohr

---

A single C18H22N4O5S molecule in a non-equilibrium geometry, computed with ωB97M-V with the def2-TZVPD basis set.

Positions of all 50 atoms, in Å:
O -3.49877 0.41320 1.26291
C -2.73060 -0.04413 0.43894
N -2.06388 0.72733 -0.44381
C -2.04097 2.16146 -0.27735
C -0.95739 2.55770 0.73196
C -0.77935 4.07251 0.85697
O 0.19471 4.37260 1.82784
C 1.33546 3.61417 1.70618
C 2.48054 4.02705 2.37514
C 3.65417 3.30907 2.25027
C 3.69788 2.18203 1.44407
C 2.56080 1.75014 0.78860
C 1.37148 2.45459 0.92883
O 0.25492 1.97199 0.29315
C -2.52129 -1.55990 0.34046
C -1.99297 -2.05713 1.69577
C -0.55184 -1.59600 1.90849
C 0.32443 -2.06089 0.74737
N -0.23645 -1.55154 -0.47932
S 0.73307 -1.21868 -1.76071
O -0.01409 -0.35004 -2.63202
O 2.00704 -0.80284 -1.27067
C 0.89107 -2.73792 -2.66344
C 1.37298 -3.99333 -2.39907
N 1.14921 -4.80084 -3.46258
C 0.54556 -4.06669 -4.35822
N 0.35678 -2.80358 -3.91987
C -1.57206 -2.01828 -0.76625
H -1.30047 0.35176 -0.98800
H -3.01676 2.48207 0.09369
H -1.83119 2.61895 -1.24544
H -1.21904 2.15370 1.72330
H -0.47692 4.47716 -0.11960
H -1.70250 4.55305 1.18422
H 2.42422 4.91726 2.98109
H 4.53873 3.63799 2.77378
H 4.61885 1.63149 1.33034
H 2.56372 0.87578 0.15663
H -3.51091 -1.99632 0.16816
H -2.03664 -3.14862 1.72267
H -2.63335 -1.66614 2.48707
H -0.51853 -0.50730 1.95799
H -0.16133 -1.99623 2.84462
H 0.36894 -3.16069 0.72341
H 1.33533 -1.66173 0.82520
H 1.87058 -4.35066 -1.52113
H 0.23369 -4.41616 -5.32147
H -0.05984 -2.00932 -4.38144
H -1.58893 -3.11908 -0.82090
H -1.86806 -1.61905 -1.73781

Values from the calculation:
energy relative to the best compared isomer or geometry (same formula, charge and spin): 174.7 kJ/mol
multiplicity: 1
HOMO: -8.24 eV
F_max: 0.021 hartree/bohr

---

C26H28N5Sn as an isolated structure, computed with ωB97M-V with the def2-TZVPD basis set.

Positions of all 60 atoms, in Å:
Sn -0.45757 0.06276 -1.04204
C -0.93380 2.30805 1.96740
N -1.75184 1.90071 0.78632
C -2.11502 3.09426 -0.00584
C -2.81604 1.06550 1.12262
C -4.14038 1.45167 1.08686
C -5.11923 0.58077 1.54904
C -4.82503 -0.72941 1.99572
C -3.54305 -1.16949 1.98301
C -2.48570 -0.29917 1.52638
N -1.27101 -0.72687 1.23976
C -0.73635 -1.88626 1.72243
C -0.97885 -2.33444 3.04213
C -0.36292 -3.46818 3.51598
C 0.48544 -4.18415 2.67824
C 0.75200 -3.74974 1.37849
C 0.18411 -2.59098 0.89630
N 0.40053 -2.16462 -0.47888
C -0.47079 -2.99091 -1.37681
C 1.81630 -2.32444 -0.91003
H -1.50625 3.00633 2.58183
H -0.66757 1.44611 2.56990
H -0.03153 2.80198 1.61758
H -2.61429 3.85144 0.60345
H -1.19681 3.53507 -0.38999
H -2.75413 2.81189 -0.83937
H -4.42721 2.44479 0.77193
H -6.14814 0.92214 1.56853
H -5.63038 -1.38585 2.29612
H -3.31703 -2.20408 2.19878
H -1.58729 -1.72675 3.70129
H -0.52295 -3.79282 4.53580
H 0.96109 -5.08760 3.04109
H 1.41183 -4.34123 0.75800
H -0.16914 -4.03873 -1.34217
H -1.51134 -2.90920 -1.06299
H -0.37674 -2.63720 -2.40380
H 2.09838 -3.37500 -0.97545
H 1.92612 -1.89552 -1.90601
H 2.48290 -1.81912 -0.21706
C 2.94952 0.94928 1.83268
C 3.92901 1.53390 1.04085
C 3.69315 1.67741 -0.31577
C 2.49001 1.24900 -0.85904
N 1.52703 0.71206 -0.07855
C 1.77256 0.56070 1.23518
C 2.21257 1.31721 -2.31494
C 3.08091 1.86327 -3.24320
C 2.72048 1.85964 -4.58653
C 1.50424 1.32020 -4.96725
C 0.68505 0.79850 -3.98357
N 1.03815 0.79228 -2.69387
H 3.09332 0.79814 2.89397
H 4.86689 1.86332 1.47009
H 4.45079 2.11178 -0.94961
H 0.98657 0.10081 1.82224
H 4.02645 2.29270 -2.94826
H 3.38958 2.28095 -5.32613
H 1.19106 1.30295 -6.00190
H -0.28198 0.37268 -4.22666

Values from the calculation:
energy relative to the best compared isomer or geometry (same formula, charge and spin): 68.7 kJ/mol
multiplicity: 1
total charge: +3
HOMO: -17.48 eV
F_max: 0.014 hartree/bohr

---

A 4-piece molecular cluster, C33H40F13NO2PS overall, computed with ωB97M-V with the def2-TZVPD basis set.

Positions of all 91 atoms, in Å:
C 4.69742 1.96480 0.07830
C 3.53379 1.63226 -0.86417
C 2.62581 0.60895 -0.14203
C 2.75919 2.93263 -1.23074
C 2.93859 3.49153 -2.66046
C 1.77191 4.46855 -2.97009
C 0.42393 3.73370 -3.10217
C -0.65744 4.33450 -2.24110
F -0.89620 5.62354 -2.61315
F -0.30683 4.36102 -0.92851
C -2.03285 3.61540 -2.33194
F -2.54087 3.81541 -3.56600
F -2.87779 4.15358 -1.43268
C -1.94012 2.07482 -2.09660
F -1.54200 1.50404 -3.24654
F -1.00943 1.82381 -1.15095
C -3.28620 1.44723 -1.60737
F -4.27551 1.94200 -2.34302
F -3.45629 1.79685 -0.34050
S -3.39574 -0.46718 -1.73116
F -4.97946 -0.36851 -1.75541
F -3.42591 -0.61221 -0.14783
F -1.81336 -0.60284 -1.68770
F -3.35052 -0.36683 -3.30922
F -3.51474 -2.03390 -1.83880
P 4.41350 4.57011 -2.65852
O 4.31487 5.76712 -1.78342
C 3.07281 2.44027 -3.79416
C 3.28251 0.98265 -3.33381
C 4.04802 0.17833 -4.39283
C 1.93774 0.28456 -3.10918
N 4.11138 1.02488 -2.10444
O 5.33757 1.31283 -2.34564
H 4.27996 2.22031 1.05415
H 5.34350 1.09322 0.20592
H 5.29523 2.79975 -0.28232
H 2.68962 0.74801 0.93745
H 2.92783 -0.41360 -0.38172
H 1.57419 0.70631 -0.41096
H 1.69491 2.79539 -1.02075
H 3.08409 3.71653 -0.53590
H 1.98108 5.00620 -3.90025
H 1.72722 5.21322 -2.17091
H 0.05213 3.73704 -4.13066
H 0.54357 2.68371 -2.82983
H 4.56515 4.87161 -4.02771
H 5.48867 3.71073 -2.37946
H 3.92030 2.71036 -4.43598
H 2.19081 2.46341 -4.43820
H 4.47896 -0.71342 -3.93162
H 3.36316 -0.12790 -5.18569
H 4.86677 0.75699 -4.82143
H 1.38554 0.29433 -4.05272
H 2.09184 -0.76226 -2.83152
H 1.31840 0.75063 -2.34824
C -4.32809 -1.52850 4.26867
C -4.32731 -0.93509 3.01412
C -4.48592 0.43899 2.89526
C -4.64276 1.21954 4.03242
C -4.64089 0.62646 5.28770
C -4.48332 -0.74768 5.40590
H -4.20238 -2.59980 4.36175
H -4.20252 -1.54652 2.12989
H -4.48844 0.90112 1.91689
H -4.76632 2.29097 3.94029
H -4.76275 1.23579 6.17407
H -4.48441 -1.21234 6.38374
C -0.08143 -4.04878 0.04154
C 0.73887 -5.15246 0.23053
C 0.51776 -6.31304 -0.49840
C -0.52158 -6.36875 -1.41686
C -1.34095 -5.26433 -1.60616
C -1.12250 -4.10456 -0.87585
H 0.08940 -3.14326 0.61079
H 1.55066 -5.10851 0.94538
H 1.15542 -7.17496 -0.35004
H -0.69296 -7.27369 -1.98539
H -2.15126 -5.30747 -2.32290
H -1.75707 -3.24406 -1.02331
C -1.25035 -3.05260 5.57503
C -0.63774 -4.26296 5.28048
C -0.33719 -5.15499 6.30080
C -0.64967 -4.83681 7.61526
C -1.26191 -3.62625 7.90974
C -1.56189 -2.73402 6.88955
H -1.48724 -2.35588 4.78082
H -0.39738 -4.51242 4.25460
H 0.14074 -6.09877 6.07148
H -0.41595 -5.53275 8.41067
H -1.50503 -3.37824 8.93502
H -2.03637 -1.78785 7.11672

Values from the calculation:
<S²>: 0.75
multiplicity: 2
HOMO (spin up / spin down): -8.59 / -9.34 eV
F_max: 0.011 hartree/bohr

---

A 2-piece molecular cluster, C3H9NO2 overall in a non-equilibrium geometry, computed with ωB97M-V with the def2-TZVPD basis set.

Positions of all 15 atoms, in Å:
C 0.38589 -1.60652 2.15993
C 0.28969 -1.18797 0.72256
O -0.52711 -0.46182 0.20427
O 1.30664 -1.66084 0.01923
H 1.10155 -0.79054 2.60807
H 0.78422 -2.62899 2.17360
H -0.57326 -1.67765 2.66756
H 1.49868 -1.31351 -0.86329
C -1.16745 2.70121 -1.20841
N -0.16776 1.77315 -1.70109
H -0.87138 3.32041 -0.35645
H -2.18481 2.31258 -1.04549
H -1.37986 3.38685 -2.01614
H 0.54853 1.42505 -1.07297
H -0.61628 0.96117 -2.11339

Values from the calculation:
energy relative to the best compared isomer or geometry (same formula, charge and spin): 129.6 kJ/mol
multiplicity: 1
HOMO: -8.50 eV
F_max: 0.046 hartree/bohr

---

A single C5H8N2 molecule, computed with ωB97M-V with the def2-TZVPD basis set.

Positions of all 15 atoms, in Å:
C -1.08084 -2.53033 0.36817
C -1.09213 -1.23572 0.22380
C -1.06964 0.06817 0.05310
N -2.21702 0.90324 0.10789
C 0.22588 0.77431 -0.10243
N 1.33293 0.16528 -0.03834
C 2.54663 0.93736 -0.14550
H -0.95522 -3.01005 1.33699
H -1.17992 -3.18160 -0.49754
H -3.06740 0.35208 0.12419
H -2.25662 1.52936 -0.69016
H 0.15280 1.86611 -0.24920
H 3.18584 0.49700 -0.91811
H 2.38280 2.00278 -0.37523
H 3.09192 0.86201 0.80238

Values from the calculation:
energy relative to the best compared isomer or geometry (same formula, charge and spin): 236.2 kJ/mol
multiplicity: 1
HOMO: -8.27 eV
F_max: 0.009 hartree/bohr

---

A single C4H7NO molecule, computed with ωB97M-V with the def2-TZVPD basis set.

Positions of all 13 atoms, in Å:
C 1.22191 0.62458 0.28459
O 0.12663 1.51831 0.51110
C -1.03118 0.94130 -0.09780
C -0.85332 -0.55950 0.04015
N -0.04389 -1.03346 -1.09453
C 0.59671 -0.76415 0.20674
H 1.97568 0.74702 1.08126
H 1.75417 0.85115 -0.65179
H -1.96437 1.36827 0.30188
H -0.96763 1.13007 -1.17384
H -1.56981 -1.21752 0.53451
H -0.20662 -2.02840 -1.23565
H 0.96670 -1.58522 0.81666

Values from the calculation:
energy relative to the best compared isomer or geometry (same formula, charge and spin): 225.0 kJ/mol
multiplicity: 1
HOMO: -9.61 eV
F_max: 0.012 hartree/bohr

---

C13H19BFeNO3 as an isolated structure in a non-equilibrium geometry, computed with ωB97M-V with the def2-TZVPD basis set.

Positions of all 38 atoms, in Å:
O -3.54384 2.42246 -0.98881
C -3.24556 1.91096 0.00847
Fe -2.48968 0.92078 1.29309
C -4.07618 0.10716 1.61772
O -4.99718 -0.57583 1.77178
C -2.12896 -0.45974 0.23416
O -1.85652 -1.30866 -0.52001
C -1.55058 -0.08938 2.87440
C -0.13624 0.02540 2.61081
C 0.29404 0.85001 1.61976
C -0.69049 1.71180 0.98153
C -1.41567 2.65446 1.78618
C -2.03968 2.34269 2.98927
C -2.33209 1.00747 3.33164
H -1.95949 -1.09408 3.06005
H 0.55706 -0.63341 3.15364
H 1.32958 0.86901 1.27432
H -0.55564 1.94360 -0.08414
H -1.52418 3.65996 1.35940
H -2.57456 3.13598 3.52995
H -3.17511 0.78240 3.99512
C 3.12635 -2.08243 -2.93404
N 2.23443 -1.18877 -2.12564
C 1.91884 0.01445 -2.95285
C 0.98001 -1.93317 -1.81795
B 2.95099 -0.74920 -0.73651
H 2.06964 -0.23724 -0.00909
H 2.57913 -2.40135 -3.83625
H 4.02951 -1.53137 -3.21698
H 3.40730 -2.95419 -2.33615
H 1.29846 -0.28445 -3.80416
H 1.38826 0.74626 -2.33643
H 2.85906 0.44749 -3.30717
H 0.45300 -2.15100 -2.75369
H 1.24376 -2.86109 -1.30018
H 0.34467 -1.32505 -1.17099
H 3.41444 -1.75078 -0.22260
H 3.81313 0.05885 -1.03765

Values from the calculation:
energy relative to the best compared isomer or geometry (same formula, charge and spin): 75.8 kJ/mol
<S²>: 8.85
multiplicity: 6
total charge: +2
HOMO (spin up / spin down): -13.38 / -16.41 eV
F_max: 0.173 hartree/bohr